Record 1
DFT (ωB97M-V/def2-TZVPD) results for a structure of composition C16H21FeN3S3.

Computed properties:
- Total charge: +2
- LUMO energy (alpha / beta): -5.82 / -7.12 eV
- ⟨S²⟩: 6.010
- E: -3244.34167 hartree
- 2S+1: 5

The geometry in XYZ format:
```
44
Properties=species:S:1:pos:R:3:nbo_charge:R:1
Fe 0.05 0.22 0.35 1.408
C 1.49 1.64 4.07 -0.545
C 0.16 0.91 4.23 -0.509
S -0.69 0.34 2.71 0.146
C -2.08 1.49 2.45 -0.529
C -1.71 2.84 1.85 -0.545
S -0.74 2.72 0.29 0.182
C 0.75 3.70 0.66 -0.523
C 1.76 3.04 1.59 -0.530
S 1.38 3.32 3.36 0.226
H 2.21 1.07 3.50 0.226
H 1.90 1.79 5.07 0.268
H -0.56 1.52 4.77 0.251
H 0.33 -0.01 4.79 0.256
H -2.57 1.64 3.41 0.269
H -2.76 0.94 1.81 0.241
H -1.12 3.42 2.54 0.268
H -2.62 3.39 1.60 0.263
H 0.41 4.66 1.05 0.262
H 1.20 3.89 -0.32 0.259
H 2.75 3.47 1.42 0.256
H 1.81 1.96 1.41 0.179
N 0.11 -3.25 0.19 -0.552
C 1.37 -2.68 0.14 0.402
C 2.48 -3.53 0.10 -0.251
C 3.74 -2.99 0.00 -0.091
C 3.89 -1.60 -0.05 -0.249
C 2.76 -0.83 0.02 0.051
N 1.51 -1.35 0.12 -0.642
C -1.13 -2.69 -0.06 0.404
C -2.24 -3.54 -0.17 -0.251
C -3.48 -3.01 -0.44 -0.091
C -3.61 -1.63 -0.61 -0.251
C -2.48 -0.86 -0.49 0.040
N -1.26 -1.38 -0.20 -0.641
H 0.10 -4.25 0.27 0.427
H 2.34 -4.60 0.13 0.246
H 4.61 -3.63 -0.04 0.256
H 4.86 -1.14 -0.14 0.259
H 2.82 0.25 0.00 0.194
H -2.12 -4.61 -0.05 0.246
H -4.34 -3.66 -0.52 0.256
H -4.56 -1.18 -0.85 0.258
H -2.52 0.21 -0.65 0.201
```

=====

Record 2
DFT (ωB97M-V/def2-TZVPD) results for a cluster of 2 separate species, C6H14N3S in total.

Computed properties:
- Energy relative to the best compared isomer or geometry (same formula, charge and spin): 456.8 kJ/mol
- Total charge: +1
- LUMO energy (alpha / beta): -3.72 / -4.28 eV
- E: -799.07303 hartree

The geometry in XYZ format:
```
24
Properties=species:S:1:pos:R:3:nbo_charge:R:1
C 1.96 0.98 0.05 0.590
C -0.69 -1.87 0.21 -0.413
C -0.54 -0.76 1.24 -0.474
C -1.89 -1.48 -0.64 -0.509
C -0.67 0.56 0.51 -0.228
C -1.01 1.78 1.31 -0.682
N 2.37 1.64 0.97 -0.637
N 2.36 0.39 -1.05 -0.490
N 1.47 0.01 -2.06 -0.646
S -1.63 0.30 -0.97 0.611
H 0.20 -1.93 -0.41 0.209
H -0.85 -2.84 0.68 0.250
H -1.32 -0.86 2.00 0.212
H 0.42 -0.82 1.76 0.245
H -1.99 -2.02 -1.57 0.256
H -2.82 -1.55 -0.07 0.247
H -1.84 2.33 0.88 0.236
H -0.16 2.48 1.34 0.226
H -1.26 1.52 2.34 0.229
H 1.89 1.94 1.80 0.416
H 3.36 0.37 -1.24 0.404
H 1.70 -0.92 -2.40 0.381
H -0.58 0.09 -1.82 0.187
H 1.52 0.66 -2.85 0.378
```

=====

Record 3
DFT (ωB97M-V/def2-TZVPD) results for a cluster of 2 separate species, C9H11O3 in total.

Computed properties:
- Energy relative to the best compared isomer or geometry (same formula, charge and spin): 85.6 kJ/mol
- Total charge: -1
- LUMO energy: 2.99 eV
- E: -575.32582 hartree

The geometry in XYZ format:
```
23
Properties=species:S:1:pos:R:3:nbo_charge:R:1
C 1.64 -2.83 -0.18 -0.744
C 2.37 -1.87 0.80 0.756
O 2.97 -0.88 0.32 -0.801
O 2.19 -2.16 2.00 -0.785
H 0.59 -2.58 -0.15 0.199
H 1.72 -3.88 0.12 0.201
H 2.02 -2.73 -1.20 0.189
C 1.38 1.93 0.50 -0.642
C -0.15 0.20 -0.46 -0.181
C 0.00 1.37 0.27 -0.017
C -1.38 -0.15 -1.00 -0.307
C -2.50 0.60 -0.67 0.282
C -1.16 2.02 0.71 -0.201
C -2.41 1.63 0.24 -0.289
O -3.75 0.30 -1.16 -0.687
H 0.75 -0.39 -0.53 0.258
H -1.44 -1.09 -1.53 0.204
H 1.97 1.27 1.15 0.273
H 1.34 2.96 0.83 0.188
H -1.02 2.81 1.42 0.200
H -3.68 -0.54 -1.64 0.471
H -3.32 2.10 0.59 0.209
H 1.89 1.91 -0.46 0.221
```

=====

Record 4
DFT (ωB97M-V/def2-TZVPD) results for the molecule C23H28N4O5S.

Computed properties:
- Energy relative to the best compared isomer or geometry (same formula, charge and spin): 502.0 kJ/mol
- Total charge: 0
- LUMO energy: 0.05 eV
- E: -1886.55843 hartree
- SMILES: Cc1ccc(C)c(S(=O)(=O)N2CCN(C(=O)c3ccc(N4CCCC4)c([N+](=O)[O-])c3)CC2)c1

The geometry in XYZ format:
```
61
Properties=species:S:1:pos:R:3:nbo_charge:R:1
C -7.33 -1.09 0.52 -0.625
C -5.93 -1.39 0.09 -0.026
C -5.66 -2.48 -0.74 -0.182
C -4.37 -2.76 -1.13 -0.197
C -3.29 -1.98 -0.73 -0.016
C -1.91 -2.34 -1.20 -0.660
C -3.57 -0.90 0.09 -0.252
S -2.39 0.31 0.71 2.312
O -2.77 0.67 2.04 -0.933
O -1.02 -0.11 0.51 -0.957
N -2.81 1.59 -0.31 -0.676
C -2.85 2.92 0.26 -0.242
C -1.62 3.73 -0.15 -0.247
N -0.50 2.83 -0.33 -0.444
C 0.30 2.59 0.75 0.686
O 0.15 3.21 1.79 -0.618
C 1.41 1.62 0.59 -0.191
C 1.63 0.70 1.62 -0.083
C 2.68 -0.18 1.58 -0.290
C 3.61 -0.18 0.51 0.237
N 4.74 -0.91 0.59 -0.380
C 5.94 -0.68 -0.20 -0.216
C 7.07 -1.26 0.65 -0.407
C 6.37 -2.42 1.35 -0.405
C 5.01 -1.82 1.69 -0.212
C 3.30 0.67 -0.58 -0.009
N 3.90 0.56 -1.86 0.508
O 4.25 -0.55 -2.24 -0.404
O 3.98 1.57 -2.56 -0.403
C 2.24 1.59 -0.50 -0.147
C -0.65 1.95 -1.47 -0.238
C -2.14 1.53 -1.59 -0.247
C -4.86 -0.61 0.49 -0.194
H -7.94 -0.83 -0.34 0.221
H -7.35 -0.25 1.22 0.219
H -7.78 -1.95 1.00 0.221
H -6.47 -3.11 -1.07 0.212
H -4.18 -3.61 -1.77 0.213
H -1.16 -1.77 -0.68 0.259
H -1.83 -2.15 -2.28 0.218
H -1.74 -3.40 -1.05 0.224
H -2.88 2.79 1.34 0.250
H -3.77 3.41 -0.07 0.196
H -1.79 4.26 -1.09 0.191
H -1.35 4.45 0.63 0.257
H 0.95 0.69 2.46 0.238
H 2.82 -0.86 2.40 0.223
H 5.87 -1.20 -1.16 0.223
H 6.07 0.39 -0.40 0.203
H 7.41 -0.53 1.38 0.202
H 7.91 -1.57 0.05 0.221
H 6.25 -3.26 0.66 0.207
H 6.90 -2.76 2.24 0.220
H 5.06 -1.27 2.64 0.188
H 4.22 -2.57 1.76 0.206
H 2.11 2.26 -1.34 0.243
H -0.33 2.46 -2.38 0.195
H -0.04 1.06 -1.31 0.245
H -2.21 0.51 -1.95 0.223
H -2.67 2.19 -2.28 0.208
H -5.00 0.24 1.14 0.233
```

=====

Record 5
DFT (ωB97M-V/def2-TZVPD) results for the molecule C3H3NO3.

Computed properties:
- Energy relative to the best compared isomer or geometry (same formula, charge and spin): 92.9 kJ/mol
- Total charge: 0
- LUMO energy: 0.52 eV
- E: -396.58904 hartree
- SMILES: [H]/N=C1/COC(=O)O1

The geometry in XYZ format:
```
10
Properties=species:S:1:pos:R:3:nbo_charge:R:1
H -0.54 2.05 -1.60 0.364
N -1.03 1.22 -1.28 -0.631
C -0.35 0.53 -0.50 0.522
C -0.74 -0.73 0.19 -0.165
O 0.20 -1.00 1.14 -0.479
C 1.33 -0.24 0.76 0.958
O 2.36 -0.37 1.31 -0.520
O 0.94 0.78 -0.06 -0.481
H -0.59 -1.55 -0.58 0.200
H -1.73 -0.79 0.62 0.231
```

=====

Record 6
DFT (ωB97M-V/def2-TZVPD) results for a structure of composition C3H2FeO2.

Computed properties:
- Energy relative to the best compared isomer or geometry (same formula, charge and spin): 149.6 kJ/mol
- Total charge: +2
- LUMO energy (alpha / beta): -12.64 / -14.01 eV
- ⟨S²⟩: 6.007
- E: -1528.70456 hartree
- 2S+1: 5

The geometry in XYZ format:
```
8
Properties=species:S:1:pos:R:3:nbo_charge:R:1
O -0.06 -1.21 0.49 -0.456
O -0.48 0.81 -0.07 -0.364
C 1.02 -0.90 -0.25 0.386
C 0.83 0.48 -0.60 -0.307
C -0.90 -0.15 0.65 0.317
H 1.59 1.20 -0.28 0.340
Fe -2.80 -0.21 1.79 1.716
H 0.81 -0.02 -1.72 0.367
```

=====

Record 7
DFT (ωB97M-V/def2-TZVPD) results for a structure of composition C35H40HgN9O3S2.

Computed properties:
- Energy relative to the best compared isomer or geometry (same formula, charge and spin): 40.5 kJ/mol
- Total charge: 0
- LUMO energy (alpha / beta): 0.57 / 0.47 eV
- ⟨S²⟩: 0.779
- E: -3026.01595 hartree
- 2S+1: 2

The geometry in XYZ format:
```
90
Properties=species:S:1:pos:R:3:mulliken_charge:R:1
Hg -0.01 0.69 0.23 4.019
C -0.28 2.81 3.41 -0.807
C -1.80 3.05 3.39 -1.105
N -2.49 2.64 2.17 0.260
C -2.91 3.69 1.24 -0.874
C -2.48 3.45 -0.21 -0.916
N -1.05 3.17 -0.38 0.164
C -0.15 4.25 0.01 -0.363
C 0.18 4.27 1.51 -1.126
N 0.32 2.93 2.08 0.241
H 0.17 3.51 4.14 0.511
H -0.07 1.80 3.75 0.364
H -2.22 2.51 4.25 0.364
H -2.03 4.11 3.57 0.450
H -1.90 1.97 1.70 -0.432
H -4.00 3.74 1.21 0.531
H -2.57 4.67 1.58 0.319
H -3.03 2.61 -0.62 0.264
H -2.77 4.34 -0.78 0.445
H -0.88 2.95 -1.35 0.271
H 0.77 4.09 -0.54 -0.292
H -0.55 5.23 -0.27 0.432
H 1.09 4.87 1.65 0.537
H -0.61 4.79 2.04 0.364
H 1.28 2.64 2.11 0.204
N 4.82 -4.64 -2.11 -0.562
C 4.33 -3.70 -1.21 1.023
C 5.19 -2.76 -0.63 -0.835
C 4.71 -1.84 0.28 -0.299
C 3.36 -1.84 0.63 -0.629
C 2.51 -2.80 0.08 -0.237
C 2.99 -3.71 -0.83 -0.737
S 2.68 -0.65 1.73 1.166
O 1.49 -1.26 2.27 -0.469
O 3.69 -0.19 2.63 -0.776
N 2.12 0.57 0.79 -1.095
C 2.96 1.38 0.07 0.217
N 4.29 1.19 0.11 -0.516
C 5.03 1.98 -0.65 -0.259
C 4.50 2.97 -1.46 -1.011
C 3.12 3.08 -1.43 -0.055
N 2.35 2.30 -0.69 0.162
H 5.69 -4.42 -2.57 0.204
H 4.15 -5.09 -2.70 0.209
H 6.24 -2.76 -0.90 0.327
H 5.37 -1.11 0.73 0.557
H 1.47 -2.81 0.38 0.413
H 2.32 -4.46 -1.26 0.315
H 6.10 1.81 -0.61 0.430
H 5.11 3.61 -2.08 0.419
H 2.61 3.82 -2.04 0.413
C -4.30 -0.24 -0.68 -1.238
C -3.13 0.11 -0.08 -0.729
N -1.91 0.02 -0.67 0.633
C -1.85 -0.48 -1.97 -0.346
C -3.05 -0.81 -2.66 1.393
C -4.27 -0.71 -2.02 -1.541
C -2.95 -1.26 -4.03 -1.020
C -1.76 -1.40 -4.65 -1.022
C -0.54 -1.14 -3.95 1.167
C 0.71 -1.33 -4.52 -0.603
C 1.86 -1.09 -3.78 -1.387
C 1.70 -0.66 -2.46 -0.059
N 0.53 -0.45 -1.90 0.414
C -0.61 -0.68 -2.61 -0.653
H -5.23 -0.15 -0.14 0.522
H -3.15 0.52 0.93 0.566
H -5.18 -0.99 -2.54 0.375
H -3.87 -1.48 -4.56 0.406
H -1.71 -1.73 -5.68 0.390
H 0.78 -1.66 -5.55 0.401
H 2.85 -1.25 -4.19 0.522
H 2.58 -0.50 -1.84 0.242
C -1.29 -1.74 4.40 -0.972
S -2.18 -0.86 3.12 0.048
O -1.12 -0.05 2.45 -0.620
C -2.49 -2.26 2.05 0.351
C -1.51 -2.62 1.14 0.088
C -1.78 -3.65 0.24 -0.377
C -3.01 -4.30 0.28 -0.701
C -3.98 -3.93 1.20 -0.585
C -3.72 -2.89 2.09 -0.726
H -0.44 -2.24 3.94 0.207
H -1.98 -2.45 4.87 0.408
H -0.95 -1.00 5.13 0.428
H -0.57 -2.09 1.13 0.099
H -1.04 -3.93 -0.49 0.507
H -3.22 -5.09 -0.43 0.397
H -4.93 -4.43 1.22 0.397
H -4.48 -2.56 2.79 0.415
```

=====

Record 8
DFT (ωB97M-V/def2-TZVPD) results for a structure of composition C31H53IrN4P2.

Computed properties:
- Total charge: +2
- LUMO energy (alpha / beta): -8.13 / -7.96 eV
- E: -2218.56348 hartree

The geometry in XYZ format:
```
91
Properties=species:S:1:pos:R:3:mulliken_charge:R:1
Ir 0.50 0.36 -0.49 2.002
C -0.46 3.54 -3.21 -1.314
C -1.47 3.01 -2.20 0.480
C -2.29 1.87 -2.80 -1.310
P -0.69 2.46 -0.60 -0.073
C 0.03 4.02 0.13 0.478
C -0.14 4.02 1.64 -1.416
C 1.51 4.07 -0.25 -1.171
C -2.19 2.04 0.36 -0.307
C -3.40 2.71 0.28 -0.100
C -4.55 2.22 0.90 0.742
C -5.85 2.93 0.81 -1.733
C -4.48 1.00 1.59 -0.997
C -3.28 0.36 1.75 -0.375
C -2.10 0.89 1.19 -0.877
N -0.88 0.32 1.39 0.321
C -0.49 -0.24 2.55 -0.062
C -1.17 -0.04 3.77 -0.813
C -0.80 -0.72 4.90 -1.038
C 0.28 -1.61 4.89 0.225
C 0.60 -2.43 6.08 -1.741
C 1.06 -1.67 3.73 -0.422
C 0.71 -1.00 2.58 0.098
P 1.75 -0.99 1.09 0.084
C 3.48 -0.77 1.77 0.520
C 4.49 -0.75 0.63 -1.517
C 3.52 0.51 2.59 -1.354
C 1.65 -2.76 0.46 1.023
C 0.18 -3.17 0.44 -1.404
C 2.48 -3.79 1.22 -1.544
H -0.98 3.76 -4.15 0.447
H 0.31 2.80 -3.43 0.070
H 0.01 4.46 -2.87 0.390
H -2.15 3.83 -1.93 0.562
H -1.63 1.08 -3.17 0.067
H -2.87 2.24 -3.64 0.539
H -2.97 1.44 -2.08 0.303
H -0.49 4.88 -0.30 0.599
H 0.33 3.13 2.08 0.194
H -1.19 4.02 1.93 0.297
H 0.33 4.90 2.08 0.520
H 2.02 3.19 0.15 0.032
H 1.98 4.96 0.17 0.480
H 1.65 4.09 -1.33 0.297
H -3.46 3.64 -0.27 0.390
H -5.78 3.85 0.24 0.360
H -6.21 3.17 1.82 0.389
H -6.61 2.29 0.36 0.384
H -5.38 0.58 2.01 0.485
H -3.23 -0.59 2.26 0.690
H -1.99 0.66 3.81 0.694
H -1.34 -0.57 5.82 0.501
H -0.31 -2.69 6.62 0.428
H 1.23 -1.87 6.77 0.336
H 1.12 -3.34 5.81 0.400
H 1.97 -2.26 3.76 0.534
H 3.70 -1.62 2.42 0.568
H 4.32 0.11 -0.02 0.322
H 4.44 -1.65 0.03 0.328
H 5.50 -0.68 1.03 0.469
H 3.25 1.37 1.97 0.182
H 4.53 0.68 2.97 0.460
H 2.84 0.47 3.43 0.320
H 2.03 -2.70 -0.57 0.025
H -0.13 -3.48 1.43 0.364
H 0.04 -4.02 -0.23 0.552
H -0.45 -2.34 0.12 0.060
H 2.10 -3.93 2.23 0.290
H 3.53 -3.52 1.28 0.390
H 2.41 -4.75 0.71 0.490
C 2.34 -2.34 -4.01 -1.315
N 1.43 -1.29 -3.59 0.248
C 2.06 -0.06 -3.19 -1.329
C 0.19 -1.58 -3.12 -0.025
N -0.30 -0.88 -2.11 0.358
N -0.50 -2.58 -3.71 0.197
C -1.62 -3.19 -3.04 -1.139
C -0.39 -2.88 -5.13 -1.234
H 3.19 -2.37 -3.32 0.415
H 2.72 -2.16 -5.01 0.370
H 1.85 -3.31 -3.97 0.438
H 2.95 0.08 -3.80 0.471
H 2.37 -0.09 -2.12 0.294
H 1.39 0.78 -3.35 0.304
H -1.28 -1.10 -1.95 0.087
H -1.41 -3.32 -1.98 0.322
H -1.78 -4.18 -3.48 0.375
H -2.54 -2.62 -3.17 0.366
H 0.28 -2.19 -5.62 0.383
H -1.38 -2.78 -5.58 0.422
H -0.06 -3.90 -5.28 0.375
```

=====

Record 9
DFT (ωB97M-V/def2-TZVPD) results for a structure of composition C56H47IN6O2PtS2Sb.

Computed properties:
- Energy relative to the best compared isomer or geometry (same formula, charge and spin): 51.1 kJ/mol
- Total charge: +3
- LUMO energy (alpha / beta): -9.94 / -9.94 eV
- E: -4094.02199 hartree

The geometry in XYZ format:
```
116
Properties=species:S:1:pos:R:3:mulliken_charge:R:1
Pt -1.07 0.31 1.21 1.922
S 4.30 1.63 5.71 -0.158
C 4.68 0.32 6.71 -0.384
C 3.95 -0.79 6.39 -0.609
C 3.07 -0.56 5.32 -0.404
C 3.13 0.72 4.83 0.174
C 2.35 1.32 3.76 1.019
C 1.38 0.58 3.07 -0.188
N 0.58 1.09 2.14 -0.190
C 0.73 2.40 1.80 -0.872
C 1.68 3.22 2.41 1.177
C 1.77 4.59 1.99 -1.246
C 0.99 5.08 1.01 -1.213
C 0.04 4.24 0.33 0.738
C -0.75 4.65 -0.75 -0.951
C -1.63 3.77 -1.36 0.950
C -1.75 2.49 -0.79 -0.795
N -1.02 2.09 0.23 0.434
C -0.10 2.92 0.77 0.209
C -2.41 4.13 -2.53 0.333
C -3.30 3.35 -3.24 -0.227
C -3.88 4.03 -4.33 -0.757
C -3.43 5.31 -4.45 -0.329
S -2.30 5.70 -3.25 -0.178
C 2.49 2.66 3.40 -1.169
H 5.42 0.41 7.49 0.474
H 4.05 -1.73 6.92 0.419
H 2.40 -1.32 4.92 0.455
H 1.26 -0.47 3.28 0.055
H 2.49 5.23 2.49 0.559
H 1.08 6.11 0.69 0.551
H -0.66 5.67 -1.12 0.576
H -2.47 1.79 -1.19 0.177
H -3.53 2.33 -2.98 0.584
H -4.61 3.60 -5.00 0.447
H -3.71 6.04 -5.19 0.485
H 3.24 3.27 3.90 0.560
I -7.16 -3.06 -4.57 0.186
C -5.66 -2.30 -3.33 -0.249
C -5.91 -2.10 -1.98 -0.763
C -4.92 -1.57 -1.17 -0.542
C -3.67 -1.25 -1.71 -0.037
C -3.43 -1.47 -3.07 -0.093
C -4.41 -1.99 -3.88 -0.812
C -2.59 -0.70 -0.88 0.425
O -2.84 -0.31 0.33 -0.962
O -1.44 -0.58 -1.31 0.504
H -6.88 -2.35 -1.57 0.447
H -5.11 -1.41 -0.12 0.576
H -2.46 -1.21 -3.48 0.372
H -4.22 -2.15 -4.93 0.474
N -0.96 -5.27 3.91 -0.431
C -1.01 -4.06 3.35 0.975
C -1.18 -3.88 1.96 -1.154
C -1.20 -2.62 1.43 -0.318
N -1.03 -1.51 2.16 0.116
C -0.89 -1.66 3.49 -0.836
C -0.89 -2.88 4.12 -1.986
H -1.09 -6.10 3.36 0.214
H -0.86 -5.38 4.90 0.214
H -1.30 -4.73 1.30 0.568
H -1.36 -2.50 0.37 0.806
H -0.76 -0.76 4.08 1.302
H -0.78 -2.93 5.19 0.456
N -3.06 0.81 3.90 -0.558
C -4.25 1.35 4.19 -0.104
C -4.54 2.26 3.20 -1.202
C -3.44 2.20 2.33 -0.244
N -2.53 1.33 2.77 0.371
H -2.55 0.13 4.44 0.066
H -4.80 1.07 5.07 0.487
H -5.41 2.88 3.12 0.446
H -3.28 2.76 1.43 0.643
C 1.30 2.23 -2.74 -1.277
C 0.89 1.09 -3.63 0.068
C 0.67 1.32 -4.98 -0.697
C 0.34 0.28 -5.85 -0.862
C 0.27 -1.02 -5.38 -0.909
C 0.48 -1.28 -4.03 -0.928
C 0.78 -0.23 -3.17 1.880
Sb 1.12 -0.60 -1.12 0.461
C 1.00 -2.70 -0.90 1.330
C -0.06 -3.34 -1.55 -1.011
C -0.16 -4.72 -1.52 -1.184
C 0.78 -5.46 -0.81 -1.052
C 1.80 -4.81 -0.12 -0.762
C 1.93 -3.42 -0.13 0.750
C 3.04 -2.78 0.64 -1.302
C 3.13 0.10 -0.82 1.276
C 3.37 0.96 0.25 0.329
C 4.65 1.45 0.47 -0.680
C 5.67 1.08 -0.40 -1.134
C 5.41 0.22 -1.46 -0.870
C 4.13 -0.29 -1.70 0.099
C 3.91 -1.20 -2.89 -1.299
H 0.97 3.18 -3.15 0.593
H 2.39 2.26 -2.65 0.388
H 0.89 2.13 -1.72 -0.110
H 0.75 2.33 -5.37 0.525
H 0.16 0.49 -6.89 0.446
H 0.04 -1.84 -6.05 0.530
H 0.46 -2.30 -3.68 0.625
H -0.82 -2.77 -2.07 0.722
H -0.97 -5.22 -2.04 0.521
H 0.71 -6.54 -0.77 0.472
H 2.51 -5.39 0.45 0.540
H 3.40 -3.45 1.43 0.577
H 2.73 -1.84 1.11 -0.044
H 3.89 -2.56 0.00 0.272
H 2.57 1.26 0.91 0.114
H 4.84 2.12 1.29 0.582
H 6.67 1.45 -0.24 0.441
H 6.21 -0.06 -2.12 0.513
H 4.83 -1.70 -3.16 0.603
H 3.58 -0.62 -3.75 0.380
H 3.15 -1.95 -2.69 0.097
```